Run a
51
Properties=species:S:1:pos:R:3 method="wB97M-V/def2-TZVPD" smiles="NC1=NC[C@H](c2ccccc2)N1CCCCC1CCCCC1" mol_weight_g_mol=299.46 homo_lumo_gap_ha=0.3204 charge=0
N -2.114 -3.452 -0.979
C -2.338 -2.482 -0.031
N -3.177 -2.623 0.925
C -3.086 -1.457 1.772
C -2.087 -0.488 1.070
C -2.754 0.757 0.547
C -2.385 2.014 1.005
C -3.004 3.151 0.515
C -3.996 3.043 -0.444
C -4.372 1.792 -0.905
C -3.757 0.657 -0.411
N -1.582 -1.335 -0.002
C -0.760 -0.816 -1.060
C 0.479 -0.101 -0.518
C 1.420 0.300 -1.652
C 2.585 1.176 -1.189
C 3.536 0.529 -0.175
C 4.247 -0.698 -0.748
C 5.209 -1.301 0.272
C 6.240 -0.270 0.719
C 5.539 0.953 1.301
C 4.580 1.554 0.277
H -1.964 -3.124 -1.921
H -2.796 -4.193 -0.915
H -2.729 -1.750 2.764
H -4.077 -1.008 1.886
H -1.269 -0.212 1.745
H -1.610 2.103 1.754
H -2.709 4.124 0.881
H -4.477 3.930 -0.829
H -5.149 1.702 -1.651
H -4.057 -0.320 -0.763
H -1.329 -0.117 -1.697
H -0.435 -1.659 -1.676
H 0.988 -0.770 0.177
H 0.172 0.794 0.026
H 0.848 0.864 -2.394
H 1.799 -0.595 -2.146
H 3.164 1.473 -2.067
H 2.176 2.088 -0.745
H 2.962 0.221 0.705
H 3.516 -1.454 -1.038
H 4.802 -0.405 -1.642
H 5.712 -2.167 -0.163
H 4.644 -1.646 1.142
H 6.908 -0.708 1.463
H 6.845 0.033 -0.138
H 6.277 1.700 1.600
H 4.980 0.660 2.192
H 4.079 2.424 0.708
H 5.148 1.894 -0.593

---

Run b
51
Properties=species:S:1:pos:R:3 method="wB97M-V/def2-TZVPD" mol_weight_g_mol=299.46 homo_lumo_gap_ha=0.2953 charge=0
N -2.906 -3.176 -1.024
C -3.092 -1.970 -0.541
N -4.230 -1.306 -0.643
C -4.292 -0.224 0.149
H -5.075 -0.419 0.815
H -4.634 0.582 -0.407
C -2.985 -0.224 0.910
N -2.304 -1.272 0.064
C -1.189 -1.895 0.692
C 0.237 -1.407 0.251
C 0.695 -0.042 1.159
C 1.704 0.710 0.335
H 1.353 0.930 -0.524
H 2.158 1.482 1.165
C 3.030 -0.159 -0.200
C 3.880 0.783 -0.719
C 5.218 -0.068 -1.332
C 5.927 -0.603 -0.163
C 5.173 -1.404 0.465
C 3.805 -0.742 1.182
H 3.162 -1.507 1.512
H 4.027 0.081 1.925
H 5.619 -1.841 1.413
H 4.690 -2.271 0.040
H 6.830 -0.912 -0.881
H 6.411 0.252 0.421
H 5.829 0.616 -1.924
H 4.907 -0.517 -2.122
H 3.314 1.228 -1.558
H 4.301 1.583 -0.108
H 2.724 -0.819 -0.810
H 1.133 -0.696 1.929
H -0.033 0.462 1.448
H 0.016 -1.107 -0.772
H 0.893 -2.238 0.207
H -1.160 -2.789 0.618
H -1.152 -1.785 1.705
C -2.210 1.182 0.554
C -2.010 2.260 1.184
C -1.482 3.501 0.832
C -0.869 3.412 -0.417
C -1.312 2.521 -1.225
C -1.901 1.253 -1.005
H -2.036 0.344 -1.699
H -0.961 2.599 -2.565
H -0.298 4.325 -0.923
H -1.118 4.074 1.474
H -2.180 1.979 2.235
H -2.865 -0.052 1.738
H -2.162 -3.192 -1.452
H -3.663 -3.429 -1.783

---

Which of them is most stable, and which least? Most stable: run a; least stable: run b.